# 1
51
Properties=species:S:1:pos:R:3:forces:R:3:lowdin_spin:R:1 method="wB97M-V/def2-TZVPD" molar_mass_g_mol=493.6 s_squared=8.795 homo_ev="-12.48 / -14.60" spin_multiplicity=6 total_energy_ev=-45033.4036 lumo_ev="-5.936 / -8.691" gap_ev="6.5 / 5.9" total_charge=+2
Ru -0.03780 -0.28036 -0.25875 0.552 0.206 0.452 2.544
N 3.06025 2.56299 -1.23174 0.158 0.144 -0.040 0.199
C 1.97451 1.85278 -0.99864 -0.007 -0.361 0.036 0.146
S 2.07892 0.09038 -1.08590 -0.324 0.242 -0.125 0.183
N 0.83924 2.50791 -0.74870 0.204 0.098 -0.259 0.256
N -0.13738 1.75021 -0.34542 -0.549 0.139 0.173 0.369
C -1.46589 2.32754 -0.36588 0.176 -0.169 0.057 0.316
C -1.72576 3.70661 -0.67932 0.105 0.124 -0.160 0.047
C -0.89789 4.75421 -0.22632 0.000 -0.098 0.137 0.060
C -1.19589 6.06345 -0.53737 0.020 0.051 0.000 -0.002
C -2.30246 6.36439 -1.32681 0.006 0.002 -0.007 0.081
C -3.11584 5.34389 -1.80773 -0.009 0.053 -0.019 -0.002
C -2.83402 4.03214 -1.49140 0.007 -0.079 0.041 0.063
C -2.46224 1.37030 -0.09607 0.035 -0.228 0.089 0.070
C -3.79572 1.68345 0.23708 -0.074 0.013 0.015 0.090
C -4.70062 0.67960 0.47633 -0.053 0.029 0.012 0.046
C -4.29537 -0.66050 0.41353 -0.112 0.021 0.042 0.101
C -2.97985 -0.92985 0.14906 0.166 0.115 -0.092 0.059
N -2.07129 0.04178 -0.09011 -0.219 -0.023 -0.081 0.161
H 3.92368 2.11649 -1.49810 0.040 0.031 0.016 0.006
H 3.02318 3.57285 -1.19311 -0.011 -0.042 -0.011 0.003
H -0.05099 4.53160 0.40825 -0.053 0.028 -0.031 0.001
H -0.56833 6.86165 -0.16200 -0.029 -0.033 -0.003 -0.001
H -2.52571 7.39452 -1.57351 0.006 -0.030 0.011 0.004
H -3.95993 5.57617 -2.44332 0.019 -0.010 0.008 -0.001
H -3.44118 3.24051 -1.91218 0.015 0.010 0.017 0.001
H -4.08255 2.72050 0.33011 -0.003 -0.016 -0.006 0.003
H -5.72423 0.92415 0.72962 0.032 0.005 -0.008 0.000
H -4.98858 -1.47094 0.58881 0.024 0.027 -0.011 0.005
H -2.61321 -1.94685 0.11792 0.039 -0.022 -0.026 0.002
O 0.96025 0.06529 1.97165 -0.013 -0.279 -0.133 0.087
C 1.76768 -1.05388 2.41729 -0.107 0.002 0.108 0.006
C 0.92899 -2.15807 3.03648 -0.014 0.017 -0.040 0.001
C -0.28447 -2.55037 2.18358 0.127 -0.037 -0.018 0.005
C 0.08908 -3.16517 0.86743 -0.058 0.246 -0.251 0.015
C 0.36254 -4.51855 0.77024 0.005 -0.113 -0.006 -0.001
C 0.68376 -5.07827 -0.45320 0.016 -0.087 0.007 0.020
C 0.72393 -4.27049 -1.58298 0.013 -0.094 -0.015 -0.001
C 0.46557 -2.93283 -1.43483 -0.033 0.048 0.377 0.023
N 0.16053 -2.37173 -0.23368 0.036 -0.370 -0.091 0.018
H 0.48406 0.41967 2.73340 -0.055 0.119 -0.052 0.002
H 2.51199 -0.69903 3.12724 0.041 0.069 0.010 0.002
H 2.29237 -1.40076 1.53160 0.040 0.004 -0.121 0.002
H 0.57160 -1.85455 4.02271 0.019 0.018 0.007 0.000
H 1.58173 -3.02093 3.18932 -0.040 -0.009 0.055 0.000
H -0.89890 -1.67057 2.00553 -0.143 0.103 0.024 0.003
H -0.90077 -3.25570 2.74011 0.019 -0.038 -0.006 0.001
H 0.30697 -5.13136 1.66129 -0.001 0.023 -0.033 0.000
H 0.89269 -6.13782 -0.53067 -0.005 0.025 0.008 0.001
H 0.95891 -4.67098 -2.55902 -0.011 0.014 0.020 0.000
H 0.50073 -2.26577 -2.28201 0.007 0.111 -0.080 0.006

# 2
52
Properties=species:S:1:pos:R:3:forces:R:3:nbo_charge:R:1 method="wB97M-V/def2-TZVPD" molar_mass_g_mol=784.4 homo_ev="-7.13 / -7.11" relative_energy_kcal_mol=0.0 total_energy_ev=-210981.6186 lumo_ev="-0.796 / -0.808" gap_ev="6.3 / 6.3"
Ni -1.16785 1.79980 0.50744 0.412 0.308 0.069 1.084
Br 2.70352 -2.47460 4.76687 0.006 -0.005 0.001 0.030
C 1.35076 -1.56352 3.79437 -0.004 0.014 0.008 -0.144
C 0.13794 -1.28024 4.39662 0.004 -0.007 0.011 -0.227
C -0.83102 -0.59783 3.67941 0.029 0.009 -0.028 -0.269
C -0.61264 -0.20620 2.35411 0.027 0.002 0.018 0.332
O -1.56326 0.45792 1.70461 -0.111 -0.059 -0.018 -0.849
C 0.60670 -0.54816 1.74184 -0.066 0.002 0.033 -0.108
C 0.80212 -0.29608 0.26838 0.028 0.044 -0.007 -0.068
N 0.43914 1.07243 -0.07099 0.062 -0.167 0.052 -0.659
C 0.97613 1.66561 -1.15362 -0.040 0.036 -0.006 0.179
C 2.05032 1.25265 -1.93819 -0.019 0.008 -0.001 -0.317
C 2.51770 2.05990 -2.98853 0.013 -0.002 -0.008 -0.153
C 1.94490 3.26018 -3.31932 -0.004 0.004 0.003 -0.278
C 0.81783 3.69567 -2.58515 0.011 -0.009 -0.011 -0.078
C 0.10365 4.88160 -2.85662 -0.006 0.001 0.005 -0.112
C -1.00414 5.19655 -2.11967 0.001 -0.003 -0.003 -0.271
C -1.41646 4.33074 -1.09666 -0.021 -0.005 0.032 0.056
N -0.76719 3.22281 -0.80454 0.050 -0.012 -0.015 -0.518
C 0.34233 2.89756 -1.52930 -0.004 -0.037 0.025 0.192
C 1.58446 -1.19693 2.48020 0.020 0.015 -0.016 -0.169
H -0.04515 -1.57818 5.42018 -0.001 0.001 -0.001 0.224
H -1.78037 -0.35032 4.13757 -0.002 0.002 0.004 0.215
H 1.86927 -0.43598 0.06561 0.012 0.014 0.005 0.196
H 2.54807 0.31399 -1.74151 -0.010 -0.006 0.015 0.216
H 3.36884 1.70684 -3.55835 -0.002 0.006 -0.005 0.214
H 2.32102 3.86277 -4.13483 -0.001 -0.001 -0.001 0.212
H 0.43887 5.52965 -3.65753 0.000 -0.002 -0.001 0.220
H -1.57427 6.09446 -2.31118 0.002 0.001 0.000 0.227
H -2.29974 4.55094 -0.51364 -0.004 -0.003 0.008 0.205
H 2.53476 -1.43291 2.01730 0.001 -0.001 0.005 0.212
I -3.22546 3.13865 1.89910 -0.116 0.032 0.088 0.213
C -4.42182 1.57532 1.09470 0.031 0.023 0.013 -0.706
I -3.68887 1.00242 -0.80263 -0.380 -0.164 -0.235 0.200
H -5.43662 1.93719 0.99260 0.001 0.008 0.005 0.231
H -4.34718 0.72975 1.76618 0.111 -0.004 -0.014 0.247
C -0.51070 -4.14325 -1.79483 0.003 -0.001 -0.009 -1.083
Ge 0.33554 -3.21360 -0.28968 0.020 0.002 0.008 1.615
C 2.26235 -3.57703 -0.32883 -0.007 0.010 0.010 -1.090
C -0.47024 -3.87234 1.36684 -0.010 0.003 0.000 -1.087
C 0.00114 -1.29486 -0.57989 -0.027 -0.066 -0.041 -0.857
H -0.42278 -5.22498 -1.68615 0.007 0.001 0.006 0.228
H -0.05143 -3.85633 -2.74183 0.005 0.002 0.004 0.226
H -1.57194 -3.89297 -1.84163 0.002 -0.004 -0.001 0.226
H 2.44268 -4.65114 -0.38847 -0.013 -0.002 -0.003 0.232
H 2.75695 -3.20468 0.56785 0.002 -0.005 0.000 0.230
H 2.72377 -3.10721 -1.19932 -0.002 0.000 0.000 0.225
H -0.05827 -4.85035 1.62058 -0.004 -0.006 -0.009 0.229
H -1.54778 -3.98250 1.23419 -0.002 0.014 0.005 0.227
H -0.29205 -3.19640 2.20290 0.006 -0.016 -0.022 0.243
H -1.06503 -1.11791 -0.40715 0.006 0.016 0.019 0.232
H 0.19148 -1.08891 -1.63938 -0.016 0.006 0.005 0.224

# 3
54
Properties=species:S:1:pos:R:3:forces:R:3:nbo_charge:R:1 method="wB97M-V/def2-TZVPD" molar_mass_g_mol=606.2 homo_ev=-10.85 relative_energy_kcal_mol=21.0 total_energy_ev=-120299.4479 lumo_ev=-2.433 gap_ev=8.4 total_charge=+1
In 11.39992 13.27933 8.86391 0.738 0.104 0.154 1.668
N 13.30201 13.10930 7.68919 -0.608 1.379 0.117 -0.880
C 14.42304 13.96062 8.20614 -0.556 -0.230 0.306 -0.232
C 13.97394 15.41995 8.26302 -0.676 0.087 0.567 -0.236
N 12.74808 15.55452 9.09685 -0.577 -0.610 -0.585 -0.656
C 12.91648 15.93426 10.50458 1.407 1.170 0.265 -0.249
C 12.66453 14.77326 11.48085 0.113 0.420 0.140 -0.231
N 11.52571 14.00012 10.98491 -0.669 0.245 0.114 -0.893
H 13.47726 12.14172 7.63251 0.764 -1.755 0.429 0.440
H 13.02044 13.31023 6.72961 0.279 0.570 0.052 0.417
H 15.27389 13.87259 7.56635 0.624 -0.073 -0.481 0.223
H 14.72947 13.58189 9.19924 -0.355 0.132 -0.403 0.214
H 13.85417 15.81590 7.23904 -0.403 -0.194 0.488 0.224
H 14.66908 16.07880 8.75782 1.000 -0.140 -0.162 0.216
H 12.09758 16.17752 8.65965 -0.248 0.278 -0.342 0.406
H 12.36139 16.87566 10.75863 0.012 -1.047 -0.326 0.222
H 13.98376 16.24400 10.61400 -0.637 -0.160 0.236 0.206
H 12.42198 15.15416 12.52102 0.714 -0.453 -1.160 0.226
H 13.56107 14.12330 11.45802 -0.583 0.207 0.436 0.214
H 10.69752 14.59217 11.06611 -0.067 -0.234 0.106 0.398
H 11.40134 13.17176 11.56576 0.055 -0.443 0.186 0.459
Br 11.16246 15.07685 5.88277 0.735 -0.096 0.136 0.076
C 9.32033 15.03164 6.17914 -1.626 0.338 -0.972 -0.115
C 8.55714 15.72316 5.25143 -0.206 -1.026 0.891 -0.199
C 7.15888 15.75961 5.40847 0.900 -0.512 0.565 -0.211
C 6.59109 15.09128 6.44634 -1.246 1.205 -0.260 -0.135
C 7.32723 14.33760 7.39078 -1.772 1.054 -1.718 -0.099
C 6.55269 13.74735 8.39498 2.262 -1.107 1.579 -0.131
C 7.23211 13.04543 9.38477 -1.628 0.376 -0.497 -0.209
C 8.61720 12.96709 9.28225 1.399 0.359 -0.631 -0.210
C 9.39804 13.59736 8.30077 -1.145 -0.397 -0.125 -0.531
C 8.70472 14.28879 7.23549 2.203 -0.213 1.652 -0.010
H 8.90648 16.19418 4.36052 0.897 0.281 -0.152 0.234
H 6.62686 16.34607 4.70095 -0.708 0.292 -0.289 0.228
H 5.52684 15.30512 6.63094 0.414 -0.624 -0.100 0.218
H 5.50524 13.87886 8.35025 -0.891 -0.001 0.181 0.226
H 6.69963 12.57801 10.22273 0.296 0.119 -0.458 0.233
H 9.16403 12.35029 9.98026 -0.190 -0.122 0.463 0.208
O 10.09171 10.02668 8.12500 0.467 -0.778 0.092 -0.897
S 11.46131 9.92936 8.55576 0.168 2.027 0.402 2.265
O 12.50091 10.10567 7.57430 0.137 -0.124 -0.494 -0.964
N 11.68192 11.19810 9.69229 -0.143 -2.116 -0.671 -0.987
C 11.88098 10.64579 10.91791 0.220 1.985 2.417 0.658
O 12.01216 11.40534 11.93122 -0.258 -2.308 -1.752 -0.678
C 11.96242 9.09246 10.92011 0.103 1.172 0.307 -0.136
C 12.16605 8.16931 11.94406 0.055 1.999 0.886 -0.157
C 12.30797 6.87071 11.62653 -0.029 -2.550 -0.183 -0.193
C 12.19340 6.38027 10.33896 0.249 1.218 -0.685 -0.157
C 12.02422 7.28317 9.29069 -0.653 -0.846 -0.025 -0.211
C 11.88456 8.59139 9.64518 -0.617 1.390 -0.426 -0.221
H 12.21887 8.41305 12.99370 0.039 0.574 -0.009 0.243
H 12.47391 6.09219 12.36758 -0.056 0.479 0.292 0.231
H 12.25519 5.33356 10.20935 0.087 -0.864 -0.468 0.231
H 11.85776 7.02854 8.25642 0.208 -0.432 -0.084 0.243

# 4
49
Properties=species:S:1:pos:R:3:forces:R:3:lowdin_spin:R:1 method="wB97M-V/def2-TZVPD" molar_mass_g_mol=557.2 s_squared=3.753 homo_ev="-14.54 / -14.54" spin_multiplicity=4 total_energy_ev=-84449.9967 lumo_ev="-8.675 / -8.582" gap_ev="5.9 / 6.0" total_charge=+2
Er -0.32001 -1.38500 2.23144 -2.079 -0.096 -0.302 3.029
Cl -1.67923 -3.40340 1.98552 0.820 1.058 0.160 -0.011
C 1.99296 -1.15048 1.70305 7.475 -1.089 -0.757 -0.004
O 3.14542 -1.27590 1.57241 -5.935 0.906 0.610 0.000
P -0.15206 -0.03147 -0.43433 -0.815 -0.032 -2.299 -0.005
C 0.45330 1.54688 -1.20315 0.325 0.683 0.692 -0.002
C 0.83255 -1.30561 -1.34807 0.995 0.296 1.193 0.000
C -1.80490 -0.28904 -1.24684 -0.774 -0.107 0.493 0.000
C 0.31270 -2.56627 -1.62943 -0.401 -0.410 0.496 0.000
C 1.12375 -3.55605 -2.18027 0.040 0.273 -0.047 0.000
C 2.47362 -3.28685 -2.41169 -0.209 -0.365 -0.372 0.000
C 3.02102 -2.05630 -2.07379 0.119 0.565 0.336 0.000
C 2.21521 -1.06330 -1.51036 -0.522 -0.751 -0.155 0.000
H -0.71860 -2.79554 -1.32813 0.343 0.070 -0.516 0.000
H 0.68770 -4.51641 -2.44257 0.177 0.116 0.112 0.000
H 3.09671 -4.05309 -2.87467 -0.127 0.220 0.187 0.000
H 4.08598 -1.86040 -2.21996 -0.359 -0.119 0.010 0.000
H 2.63710 -0.14102 -1.13736 0.125 0.220 -0.358 0.000
C 1.29678 2.39509 -0.46991 -0.251 -0.100 0.034 0.000
C 1.75040 3.60747 -0.98124 -0.167 -0.366 -0.213 0.000
C 1.38924 3.98542 -2.27171 -0.012 -0.252 0.318 0.000
C 0.55719 3.17067 -3.02747 0.115 -0.358 0.614 0.000
C 0.08361 1.97389 -2.48174 -0.137 0.009 -0.173 0.000
H 1.55220 2.11894 0.54189 0.183 -0.002 0.250 0.000
H 2.37490 4.25307 -0.38098 0.035 -0.017 0.032 0.000
H 1.74426 4.92025 -2.66519 0.064 0.210 -0.143 0.000
H 0.27129 3.47303 -4.02457 -0.101 -0.093 -0.008 0.000
H -0.61413 1.40461 -3.06507 -0.112 -0.203 -0.168 0.000
C -1.94753 -0.62454 -2.60406 -0.281 -0.128 -0.388 0.000
C -3.21633 -0.82006 -3.19146 0.183 0.332 0.893 0.000
C -4.36093 -0.73231 -2.37521 0.348 0.013 -0.083 0.000
C -4.24507 -0.42633 -1.01005 -0.128 0.027 -0.316 0.000
C -2.98261 -0.17270 -0.47488 0.364 -0.215 0.000 0.000
H -1.06494 -0.74906 -3.23027 -0.184 0.024 0.131 0.000
H -3.30796 -1.01477 -4.26883 0.096 -0.002 0.630 0.000
H -5.34729 -0.90201 -2.81209 0.317 0.049 0.169 0.000
H -5.15149 -0.37404 -0.38204 0.672 0.021 -0.396 0.000
H -2.90187 0.11206 0.57710 -0.077 -0.006 -0.094 0.000
H -0.70659 2.48153 2.22162 0.251 0.085 0.056 0.000
H -1.36443 2.20392 2.04068 -0.266 -0.102 -0.076 0.000
C -0.54408 -0.31463 6.33782 -0.162 -0.438 -0.256 -0.001
S 0.03086 0.09623 4.63532 -0.170 0.202 0.767 -0.004
C 1.60321 0.96243 4.95411 0.211 -0.241 -0.422 -0.001
H -1.48377 -0.85703 6.21383 0.125 0.056 0.105 0.000
H -0.71942 0.58202 6.93702 0.070 0.102 -0.486 0.000
H 0.18691 -0.94363 6.84396 0.006 -0.025 -0.201 0.000
H 1.50911 1.72384 5.74459 -0.262 -0.391 -0.377 0.000
H 2.35704 0.21250 5.21627 -0.102 0.338 0.004 0.000
H 1.84818 1.44338 4.00075 0.172 0.034 0.314 0.000